Density functional theory data (the ωB97M-V functional and the def2-TZVPD basis) for the ion C7H15N2O with charge +1 in a non-equilibrium geometry.

Positions of all 25 atoms, in Å:
C  -3.2006  -1.6510  0.1365
N  -2.2420  -0.5419  0.4537
C  -0.9620  -0.4994  0.7687
C  -0.1964  0.7239  1.1980
C  0.7943  1.1588  0.0273
C  0.0944  1.8921  -1.1195
N  1.3519  -0.0907  -0.3633
C  2.7192  0.0233  -0.8999
C  1.1892  -1.1928  0.5216
O  -0.1690  -1.5983  0.4923
H  -3.4877  -1.5945  -0.9686
H  -2.7251  -2.6069  0.4484
H  -4.0296  -1.5268  0.7832
H  -2.6089  0.3738  0.1085
H  -0.8126  1.5648  1.5060
H  0.4195  0.3975  1.9964
H  1.4597  1.8297  0.4139
H  -0.5631  1.2088  -1.6575
H  0.8040  2.3538  -1.7757
H  -0.3679  2.8008  -0.6431
H  2.9896  -0.9075  -1.4780
H  2.7579  0.9525  -1.6303
H  3.3660  0.1011  -0.0135
H  1.6065  -1.0527  1.5955
H  1.8126  -2.1183  0.0994

- Largest force on an atom: 0.0799 Eh/bohr
- Relative energy (zero: lowest compared OMol25 entry of this formula, charge and spin): 62.6 kcal per mole
- Orbital gap: 8.83 eV
- Net charge: +1
- HOMO level: -12.70 eV
- SMILES string: C/[NH+]=C1/C[C@H](C)N(C)CO1

Atomic partial charges in e from the Löwdin method, atoms 1 to 4:
1. C 0.01
2. N 0.08
3. C -0.18
4. C 0.00